1.
Computed, not measured: a molecular structure, C31H47EuNO2P2S2 at a distorted geometry, with the ωB97M-V functional and the def2-TZVPD basis.

XYZ file:
```
86
Properties=species:S:1:pos:R:3:forces:R:3:mulliken_charge:R:1
Eu -0.9202 2.1996 -3.2406 -2.6227 4.0551 4.2907 0.4568
C -1.0036 -1.8220 1.0332 2.4677 -0.3211 -1.7236 0.7586
C 0.3770 -1.7863 0.6924 -1.8654 -0.1097 0.3362 0.7678
C 0.1606 -1.0485 2.8578 -2.4422 -0.4015 -0.2708 0.8312
C -1.1322 -1.3980 2.3823 2.2416 1.2847 2.0699 0.0131
C 1.0937 -1.3150 1.8231 -0.4561 -0.0449 -0.5484 0.5181
C -2.1139 -2.1820 0.1320 -0.3224 -0.1785 -0.1936 -0.8325
H -1.7952 -2.9234 -0.6119 -0.1573 0.1843 0.0908 0.3562
H -2.4797 -1.2942 -0.4146 0.0483 -0.3788 0.1283 -0.1915
H -2.9585 -2.5953 0.6980 0.0902 0.0535 -0.2157 0.3657
C -2.3982 -1.3064 3.1341 -0.4141 -0.0755 0.2415 -1.6827
H -3.0596 -2.1444 2.8785 0.0441 0.1797 0.1624 0.4490
H -2.9349 -0.3748 2.9039 0.0117 -0.3038 0.0542 0.1080
H -2.2109 -1.3239 4.2135 -0.1497 -0.0065 -0.1852 0.4171
C 0.4950 -0.4551 4.1659 0.2230 0.1477 0.4906 -1.7110
H 1.3583 -0.9638 4.6160 -0.1960 0.1701 0.0924 0.5022
H -0.3535 -0.5202 4.8548 0.2181 0.0260 -0.0024 0.2953
H 0.7565 0.6097 4.0610 0.0167 -0.2107 0.1277 0.1375
C 2.5477 -1.0919 1.8913 0.3648 -0.0986 0.1200 -1.3722
H 2.9061 -1.1942 2.9217 0.0420 0.0601 -0.1981 0.3841
H 2.7954 -0.0815 1.5358 -0.0181 -0.2051 0.0866 0.1405
H 3.0791 -1.8111 1.2582 0.0118 0.1631 0.1209 0.3787
C 0.9698 -2.1377 -0.6120 0.2319 -0.0859 -0.4137 -1.3007
H 1.9820 -2.5400 -0.4828 -0.1836 0.0086 -0.1732 0.4826
H 1.0510 -1.2532 -1.2619 0.1073 -0.1592 0.0209 -0.1334
H 0.3591 -2.8890 -1.1271 0.1771 0.0941 -0.0423 0.4009
C -2.4336 1.1822 -4.5511 -0.0736 2.0036 1.0734 -0.6684
C -2.4044 -0.2245 -4.5145 -2.5546 -5.3938 -1.2596 -0.2827
C -1.1564 -0.9936 -4.8878 0.0987 -0.1668 -0.1704 -1.2371
C -0.0061 -0.8051 -3.8835 -0.8355 -0.0462 0.2257 0.3124
C 0.5826 0.5820 -3.7948 2.7741 -1.4875 -2.3614 -0.2600
C 0.6261 1.5476 -4.7820 1.9214 -2.0896 -0.8521 -0.5219
C -0.2766 1.7184 -5.9784 0.6871 0.1953 -0.6347 -0.8404
C -1.8148 1.9064 -5.7386 -0.8835 -0.2894 -0.1950 -0.9874
H -0.8227 -0.7604 -5.9120 0.0889 -0.0738 0.2636 0.3141
H 0.7985 -1.5141 -4.1425 0.0569 0.4528 0.0870 0.6834
H -1.4055 -2.0651 -4.9151 0.2773 0.3836 -0.0053 0.0307
H -2.3093 1.5275 -6.6438 0.1692 0.4249 0.0373 0.3350
H -3.2880 1.7115 -4.0757 0.1389 -0.4422 -0.6973 0.6306
H -3.2839 -0.6397 -5.0724 0.8567 0.4569 -1.0170 0.5930
H -2.0550 2.9863 -5.6746 0.0847 -0.2282 -0.0641 0.3465
H 0.0721 2.6282 -6.4945 -0.1074 -0.4095 0.0340 0.3992
H 1.4220 2.3043 -4.7015 -0.5802 -0.1901 0.3803 0.9099
H -0.1450 0.8890 -6.6905 -0.0087 0.2450 0.3587 0.4283
H -0.3361 -1.1170 -2.8784 -0.0618 0.0652 -0.2928 -0.3975
H 1.2430 0.7306 -2.9187 -0.0551 0.1088 -0.3682 0.6122
P -3.5768 -2.0299 -3.4732 0.8737 1.3197 1.7751 0.4742
P 3.8072 3.2664 -2.0081 -0.2144 -0.0149 0.2138 0.6087
C 1.4165 4.2436 -3.0425 -1.0130 1.0475 -0.2723 -1.1865
C 2.8096 4.6478 -2.8270 0.3442 -0.1931 -0.1207 -1.1643
H 0.7107 4.5185 -2.2472 0.1828 -0.3410 -0.1679 0.5981
H 1.0305 4.3172 -4.0709 0.0757 -0.1194 0.2625 0.6811
H 3.3343 4.8586 -3.7742 -0.3843 0.1853 0.4244 0.5353
H 2.8723 5.4829 -2.1090 -0.0109 -0.1047 -0.5175 0.4431
C 4.2852 4.1785 -0.4847 0.1868 -0.2580 0.2428 -1.2451
H 4.6067 3.4282 0.2499 0.0069 0.3007 -0.0594 0.3734
H 3.4116 4.7015 -0.0745 0.2986 -0.1717 -0.0926 0.2997
H 5.1126 4.8731 -0.6825 -0.2701 -0.0507 0.1057 0.4189
C 5.3238 3.4347 -3.0301 0.0769 -0.2683 -0.2091 -1.2969
H 5.3687 4.4084 -3.5322 0.2189 -0.1806 0.2046 0.3869
H 5.2779 2.6396 -3.7870 0.2411 0.2777 0.0887 0.3416
H 6.2137 3.2804 -2.4082 -0.1490 0.0159 -0.2055 0.4035
C -5.2700 -1.4168 -3.7487 -0.1936 0.1621 0.1567 -1.1212
H -5.7247 -1.8907 -4.6279 -0.0335 0.3160 0.2437 0.3872
H -5.2430 -0.3261 -3.8574 -0.2544 -0.2115 0.0407 0.2876
H -5.8340 -1.6744 -2.8410 -0.0797 0.1681 -0.3519 0.3871
C -3.6465 -3.4502 -4.6232 0.6141 0.5246 -0.8206 -1.2380
H -4.1059 -4.2796 -4.0642 0.0825 0.3418 -0.0399 0.3742
H -2.6302 -3.7513 -4.9104 -0.3574 -0.1757 -0.0064 0.4137
H -4.2490 -3.2112 -5.5073 0.2097 -0.2988 0.0166 0.4056
O 1.0424 3.9962 0.0684 -0.5004 -0.9152 0.1050 -0.7114
S 0.5952 2.6326 0.2990 0.7708 -0.3228 -0.0464 0.8652
O 1.6139 1.6084 0.4515 -1.0288 1.0635 -0.0752 -0.4699
N -0.4782 2.1520 -0.8691 -1.1384 -0.3238 -0.4433 0.0051
C -1.7245 1.8475 -0.3916 1.3574 0.0199 -0.8130 1.1560
S -2.8832 1.1304 -1.3785 0.3543 0.5365 -0.0792 -0.4834
C -1.8614 2.1452 1.0148 0.2016 -0.0879 1.5831 -0.4905
C -2.9658 1.9587 1.8559 0.1469 0.2049 -0.4204 -0.7775
C -2.8339 2.2139 3.2220 0.2947 0.2040 -0.0579 -0.3868
C -1.5968 2.6199 3.7473 -0.0929 -0.0037 -0.2594 -0.5188
C -0.4826 2.7834 2.9129 0.0556 0.0439 -0.3075 -0.6879
C -0.6339 2.5481 1.5522 -0.5820 0.0302 1.1444 0.2046
H -3.9060 1.6299 1.4080 0.2226 0.0728 0.2514 0.4008
H -3.6934 2.1021 3.8889 0.3368 -0.0082 -0.2769 0.3978
H -1.5018 2.8150 4.8168 -0.0116 -0.0855 -0.3324 0.4399
H 0.4930 3.0898 3.2889 -0.3005 -0.0660 0.1079 0.5496
```
Positions in Å, forces in eV/Å.

Calculated values
- <S²> = 12.21
- spin multiplicity = 7
- molecular weight (g mol⁻¹) = 743.77
- charge = +1
- calculated total energy (eV) = -98054.59891



2.
Computed, not measured: 6 unconnected molecules or ions with the total composition C31H47N5O5S at a distorted geometry, with the ωB97M-V functional and the def2-TZVPD basis.

XYZ file:
```
89
Properties=species:S:1:pos:R:3:forces:R:3:mulliken_charge:R:1
C 2.2491 -0.6675 -0.3523 0.3912 -1.2292 -0.1787 -0.4815
C 3.0189 -0.2633 -1.6983 -0.8927 -0.4472 -0.6726 -0.3503
C 2.8517 1.2625 -2.1515 0.7767 0.0534 -0.0020 -0.7012
C 2.8058 2.3296 -0.9646 1.3508 0.7905 -1.0735 0.2795
C 3.9519 2.1393 0.1487 -1.5274 -0.3221 0.0438 -1.1673
O 1.4629 2.4862 -0.3654 -0.3561 0.5803 -0.6465 -0.3575
S 0.7206 3.6435 -1.3903 0.8567 1.9421 0.0194 0.2016
O 1.0214 5.0044 -0.8085 -1.2361 -3.2201 -0.7577 -0.5327
O -0.9258 3.3135 -1.3537 1.6686 1.2020 1.3888 0.1089
C -1.6810 4.2596 -0.5442 -2.5931 -0.2046 1.8615 -0.0008
C -3.0484 3.4926 -0.1224 0.8466 -0.9806 -0.7158 -0.6933
C -3.7484 2.7819 -1.4081 0.2294 0.0524 1.4146 -0.6618
C -3.2763 1.2498 -1.5386 -0.7430 0.8981 -2.3490 -0.3241
O -3.8009 0.4463 -0.4502 1.4196 -1.5436 -0.1594 -0.3177
C -3.5052 -0.9337 -0.6576 -1.3071 -0.9984 -1.9426 0.5521
C -2.4217 -1.6496 0.2588 -0.6281 0.7572 0.3881 -0.7043
O -4.1076 -1.5600 -1.5544 1.9863 1.9603 2.8327 -0.5716
H 1.3287 -0.0438 -0.1195 1.4171 -0.5161 -0.2462 0.2012
H 2.9996 -0.7138 0.5190 -1.3876 0.3357 -1.1103 0.1511
H 1.8673 -1.7477 -0.4920 0.6217 1.5774 0.2767 0.0853
H 2.5492 -0.8993 -2.5382 0.8113 0.9721 1.1791 0.3574
H 4.1194 -0.5996 -1.6644 -1.6250 0.7212 0.1375 0.1512
H 1.9681 1.4232 -2.8718 1.1414 -0.3433 1.3354 0.2541
H 3.7846 1.5222 -2.7796 -1.3713 -0.2549 0.9541 0.3100
H 3.0239 3.3555 -1.4495 -0.0647 -1.5553 0.5884 0.5792
H 4.2216 3.1702 0.5413 -0.0742 -1.4840 -0.4339 0.3623
H 3.5137 1.5060 0.9967 0.7045 0.9766 -1.1127 0.2751
H 4.8221 1.5595 -0.2955 -0.9817 0.9951 0.4823 0.1094
H -1.9883 5.1882 -1.1248 0.9121 -1.1278 0.5540 0.2861
H -1.1710 4.5092 0.4552 -0.4723 -0.1917 -1.8900 -0.0981
H -3.7660 4.1944 0.4237 1.1587 -0.9485 -0.7355 0.3831
H -2.7150 2.6212 0.5516 -0.7040 1.4888 -0.6105 0.2416
H -3.4575 3.3985 -2.3175 -0.4675 -1.1282 0.8506 0.3318
H -4.8889 2.8200 -1.2631 1.7225 -0.2289 -0.4145 0.3448
H -3.7447 0.8518 -2.5141 0.6678 0.5354 1.3739 0.2572
H -2.1491 1.1389 -1.6711 -1.3714 0.2732 0.6186 0.2228
H -1.6046 -2.0697 -0.4097 -1.2216 0.3615 0.8262 0.1549
H -1.9630 -0.9398 1.0219 -0.6318 -0.7519 -1.1630 0.3065
H -2.9683 -2.4583 0.8542 0.8700 0.8971 -1.0857 0.3624
N 1.7382 -4.7332 0.6603 0.1445 0.1046 -0.4913 -0.0363
C 1.8658 -5.9956 0.1468 -0.0122 -0.0473 0.0547 -0.7063
C 0.7067 -6.2999 -0.5239 0.2193 -0.1179 0.0497 -0.7550
C -0.1506 -5.1773 -0.4168 -0.0669 0.2463 0.0766 -0.0855
C 0.5125 -4.2249 0.3165 0.0204 0.1356 -0.2288 -0.9640
H 2.4359 -4.2528 1.2047 -0.0813 -0.0798 -0.1185 0.2645
H 2.7674 -6.5675 0.3038 -0.1004 0.0253 -0.0191 0.4595
H 0.4995 -7.2274 -1.0362 0.0250 0.0848 0.0551 0.4119
H -1.1430 -5.0770 -0.8311 0.0796 -0.0078 0.0465 0.5175
H 0.2195 -3.2325 0.6243 0.0169 -0.0930 -0.0179 0.8111
N -6.5712 -0.1222 -3.1777 -0.0557 0.0170 -0.0962 0.0694
C -7.7792 -0.1910 -2.5392 0.0633 0.0048 0.0230 -0.3934
C -8.6083 0.7525 -3.0963 -0.0592 -0.1517 0.1723 -0.5238
C -7.8740 1.4110 -4.1130 0.1652 0.0945 -0.1573 -0.4163
C -6.6212 0.8480 -4.1420 0.0391 -0.0092 0.0561 -0.4940
H -5.7682 -0.6979 -2.9703 -0.0781 0.0544 0.1259 0.2204
H -7.9444 -0.9022 -1.7446 0.0025 0.0791 -0.0650 0.3914
H -9.6300 0.9459 -2.8050 0.0892 -0.0272 -0.0237 0.3928
H -8.2230 2.2078 -4.7530 0.0370 -0.0732 0.0499 0.4141
H -5.7631 1.0546 -4.7635 -0.0921 0.0001 0.0319 0.3870
N 7.0946 -1.2966 -0.1285 -0.0380 -0.0375 -0.0823 0.0480
C 7.5978 -0.7307 -1.2701 0.0133 0.0802 -0.0236 -0.5111
C 8.0821 -1.7397 -2.0654 -0.0396 0.2473 -0.0321 -0.3890
C 7.8580 -2.9604 -1.3818 -0.0989 -0.1404 0.1909 -0.3557
C 7.2450 -2.6565 -0.1914 -0.0002 -0.0617 0.0399 -0.5595
H 6.6785 -0.7921 0.6367 0.0835 -0.0830 -0.1215 0.2043
H 7.5690 0.3383 -1.4162 0.0417 -0.0947 -0.0090 0.3703
H 8.5452 -1.6135 -3.0326 -0.0459 0.0001 0.0903 0.4122
H 8.1162 -3.9517 -1.7233 -0.0298 0.0888 0.0412 0.3972
H 6.9050 -3.2883 0.6148 0.0610 0.0326 -0.0818 0.3862
N -0.4104 -4.8248 4.3040 0.0961 -0.1188 0.0691 0.0166
C -0.5115 -5.6630 5.3827 -0.0760 -0.0261 0.0773 -0.4479
C 0.2602 -6.7706 5.1316 -0.1314 0.0763 0.2043 -0.5941
C 0.8535 -6.5918 3.8565 0.0581 0.1513 -0.1468 -0.3574
C 0.4240 -5.3811 3.3708 -0.0003 0.0811 -0.0081 0.0691
H -0.8762 -3.9377 4.2117 0.0762 -0.1565 0.0196 0.1902
H -1.1230 -5.4002 6.2322 0.0558 -0.0639 -0.0646 0.3793
H 0.3850 -7.6155 5.7924 -0.0245 0.0824 -0.0469 0.3925
H 1.5212 -7.2733 3.3506 -0.0740 0.0659 0.0179 0.4187
H 0.6384 -4.8698 2.4442 -0.2341 -0.3096 0.4897 -0.0279
N -0.5607 7.3703 4.1130 -0.0321 -0.0497 -0.0584 0.0362
C -1.6315 7.5934 3.2897 -0.0622 0.0640 -0.0029 -0.5921
C -1.4149 6.9090 2.1188 -0.1760 0.1106 0.1277 -0.4543
C -0.1695 6.2434 2.2425 0.2337 -0.1422 0.1422 0.1513
C 0.3329 6.5442 3.4844 0.0232 -0.0096 -0.0070 -0.9207
H -0.4481 7.7531 5.0369 -0.0278 -0.0655 -0.1571 0.1902
H -2.4518 8.2192 3.6064 0.0674 -0.0524 -0.0610 0.3903
H -2.0797 6.8886 1.2678 0.0475 0.0326 0.0711 0.4273
H 0.3057 5.6139 1.5044 0.0527 0.1456 0.0517 0.4761
H 1.2470 6.2438 3.9733 -0.0721 0.0193 -0.0789 0.3814
```
Positions in Å, forces in eV/Å.

Calculated values
- spin multiplicity = 1
- molecular weight (g mol⁻¹) = 601.81
- calculated total energy (eV) = -61427.42408



3.
Computed, not measured: 4 unconnected molecules or ions with the total composition C31H48BN at a distorted geometry, with the ωB97M-V functional and the def2-TZVPD basis.

XYZ file:
```
81
Properties=species:S:1:pos:R:3:forces:R:3:mulliken_charge:R:1
C 5.2241 -2.8547 2.8682 -0.0560 0.0083 -0.1400 -1.0541
C 6.1843 -2.8807 1.6779 -0.1294 -0.0973 -0.1540 -0.6870
C 5.9863 -1.6942 0.7236 0.1351 -0.1473 0.0196 -0.2980
C 4.9170 -1.9695 -0.3299 -0.0396 -0.0973 0.0033 -0.5303
C 4.6318 -0.8332 -1.3173 0.0559 0.0326 0.1742 -0.9214
C 4.3852 0.5499 -0.7056 -0.2276 0.0245 -0.1142 -1.2336
C 2.9952 0.6782 -0.0492 0.1291 0.1812 0.1134 -0.3241
C 2.9813 0.5232 1.4849 0.1327 -0.1700 -0.0975 -0.6901
C 1.9241 -0.4348 2.0373 -0.0941 0.0856 0.1355 -0.9071
C 0.4864 -0.2186 1.5473 -0.0152 -0.1458 0.1420 0.4967
C -0.3171 -1.5183 1.4838 0.0865 0.0571 -0.1689 -1.0364
C -1.8022 -1.3055 1.1270 0.1725 -0.3141 0.1360 0.1011
C -2.2698 -2.0832 -0.1124 0.0441 0.7707 0.1430 -0.8544
B -3.8210 -2.0867 -0.3702 -0.2646 -0.0025 -0.2132 0.3764
N -4.8009 -2.3091 0.6638 1.0222 -0.1301 0.2855 -0.5306
H 4.2224 -3.1661 2.5647 -0.0169 0.0286 0.0243 0.2376
H 5.1347 -1.8449 3.2753 0.0847 -0.0362 0.0876 0.2660
H 5.5494 -3.5232 3.6654 -0.0234 -0.0047 0.0028 0.4005
H 6.0130 -3.8037 1.1132 0.1214 -0.0272 0.0446 0.3061
H 7.2208 -2.9296 2.0179 -0.0422 0.1419 0.0955 0.3622
H 5.7286 -0.8186 1.3210 0.0686 0.0701 -0.0350 0.1406
H 6.9334 -1.4664 0.2234 -0.0533 0.0423 -0.0427 0.3385
H 5.2607 -2.8349 -0.9071 -0.1305 -0.0203 -0.0076 0.4932
H 3.9886 -2.2929 0.1567 0.0123 0.1197 0.0680 0.1277
H 3.7350 -1.0931 -1.8885 0.0945 -0.0462 -0.1263 0.3739
H 5.4528 -0.7769 -2.0378 0.0640 0.0492 0.0589 0.4187
H 5.1626 0.8136 0.0154 0.0348 -0.0115 -0.0348 0.5565
H 4.4699 1.2862 -1.5099 -0.0351 -0.0201 0.0009 0.4356
H 2.3325 -0.0606 -0.5103 -0.0159 0.0108 0.0277 0.2344
H 2.5866 1.6614 -0.2959 -0.1095 -0.0721 -0.0672 0.4832
H 3.9595 0.1415 1.7838 -0.0269 0.0255 0.1704 0.1529
H 2.8868 1.4998 1.9672 -0.0546 0.0265 -0.0880 0.4540
H 1.9066 -0.3294 3.1268 0.1376 -0.1730 0.0165 0.4486
H 2.2439 -1.4639 1.8416 -0.0731 0.0015 -0.1570 0.2131
H -0.0179 0.4640 2.2373 -0.0347 0.1446 -0.1589 -0.2206
H 0.4667 0.2403 0.5550 -0.0037 0.0694 0.0267 0.0769
H -0.2252 -2.0475 2.4371 0.0090 -0.0009 -0.0020 0.2383
H 0.1471 -2.1619 0.7284 -0.0057 -0.0359 0.0513 0.4456
H -1.9752 -0.2362 0.9822 -0.1373 0.0036 0.0306 0.2493
H -2.4053 -1.6232 1.9824 -0.0615 0.2008 0.0590 0.1102
H -1.9800 -3.1359 0.0097 -0.0518 -0.0430 -0.0683 0.2726
H -1.7357 -1.7076 -0.9907 0.0613 -0.1189 0.0018 0.1880
H -4.2286 -1.8913 -1.4819 -0.0474 -0.4872 -0.0564 -0.1136
H -4.4002 -2.2244 1.5916 -0.0180 -0.2079 0.0675 0.2005
H -5.2666 -3.2064 0.6284 -0.6939 0.3346 -0.3089 0.2290
C 0.9721 0.6628 -3.2827 0.0309 0.0089 0.0596 -0.3869
C -0.2840 0.1890 -3.6317 -0.0048 -0.0161 -0.0230 -0.2773
C -0.4849 -0.3996 -4.8722 0.0078 -0.0095 -0.0078 -0.6438
C 0.5745 -0.5187 -5.7611 -0.0059 -0.0063 -0.0062 -0.3171
C 1.8328 -0.0487 -5.4103 0.0075 -0.0021 0.0003 -0.5396
C 2.0320 0.5437 -4.1710 0.0038 -0.0032 0.0008 -0.2377
H 1.1272 1.1220 -2.3144 -0.0006 0.0067 -0.0059 0.3302
H -1.1087 0.2768 -2.9385 -0.0721 0.0283 0.0488 0.5651
H -1.4673 -0.7639 -5.1440 0.0027 -0.0064 -0.0030 0.3945
H 0.4195 -0.9793 -6.7282 0.0005 0.0002 -0.0056 0.3643
H 2.6587 -0.1441 -6.1035 0.0029 0.0016 -0.0053 0.3803
H 3.0129 0.9118 -3.8966 0.0030 -0.0022 0.0035 0.3874
C -3.4494 3.7947 3.5314 -0.0023 0.0044 -0.0028 -0.4116
C -2.1014 3.5766 3.7797 0.0061 0.0039 -0.0116 -0.5184
C -1.6347 2.2867 3.9908 -0.0016 0.0054 0.0026 -0.3378
C -2.5172 1.2163 3.9537 0.0224 -0.0439 -0.0211 -0.2330
C -3.8649 1.4338 3.7046 0.0045 -0.0084 -0.0182 -0.3777
C -4.3314 2.7238 3.4939 -0.0064 0.0018 -0.0064 -0.4558
H -3.8129 4.8004 3.3647 -0.0021 0.0049 -0.0023 0.3768
H -1.4137 4.4120 3.8057 0.0028 0.0054 0.0052 0.3762
H -0.5828 2.1159 4.1826 0.0036 0.0009 0.0078 0.4590
H -2.1517 0.2089 4.1115 0.0030 -0.0021 0.0118 0.3679
H -4.5521 0.5979 3.6696 -0.0058 -0.0024 0.0037 0.3734
H -5.3820 2.8941 3.2978 -0.0035 -0.0001 -0.0097 0.3888
C -6.3638 2.7205 -2.8336 -0.0058 -0.0004 -0.0063 -0.3907
C -6.5163 1.5417 -2.1166 0.0292 0.0159 -0.0433 -0.5587
C -5.4304 0.9889 -1.4522 -0.1035 0.0158 0.0860 -0.3336
C -4.1976 1.6226 -1.4946 0.0649 -0.0263 0.0126 -0.0023
C -4.0431 2.8015 -2.2104 0.0043 0.0008 -0.0075 -0.6759
C -5.1271 3.3492 -2.8824 -0.0015 0.0054 -0.0013 -0.3530
H -7.2092 3.1500 -3.3557 -0.0040 0.0036 -0.0016 0.3588
H -7.4803 1.0510 -2.0780 -0.0064 -0.0014 -0.0006 0.3822
H -5.5517 0.0728 -0.8896 -0.0064 -0.0091 0.0014 0.3655
H -3.3549 1.1961 -0.9634 0.0228 0.0010 0.0009 0.3873
H -3.0796 3.2938 -2.2445 0.0072 -0.0005 0.0010 0.4036
H -5.0079 4.2674 -3.4430 -0.0020 0.0059 -0.0021 0.3630
```
Positions in Å, forces in eV/Å.

Calculated values
- SMILES = CCCCCCCCCCCCCBN.c1ccccc1.c1ccccc1.c1ccccc1
- spin multiplicity = 1
- molecular weight (g mol⁻¹) = 445.54
- calculated total energy (eV) = -35092.81016